{"formula": "C2H8NO3P", "method": "wB97M-V/def2-TZVPD", "relative_energy_kcal_mol": 30.8, "homo_lumo_gap_ev": 10.41, "smiles": "COP(=N)(O)OC", "elements": ["O", "H", "H", "C", "H", "N", "H", "C", "O", "H", "O", "H", "H", "P", "H"], "coordinates": [[1.272, 0.916, -0.161], [-2.531, -0.095, -0.623], [3.002, 1.530, 0.710], [2.502, 0.504, 0.461], [2.287, 0.113, 1.509], [-0.870, -0.263, -1.775], [-2.668, 1.625, 0.111], [-2.452, 0.507, 0.261], [0.696, -1.610, 0.342], [-0.352, -0.893, -2.352], [-1.054, 0.514, 0.576], [-2.972, -0.065, 1.121], [2.976, -0.352, 0.030], [0.006, -0.020, -0.473], [0.156, -2.413, 0.263]], "lowdin_charge": [-0.2646, 0.0255, 0.1283, -0.1145, 0.0951, -0.1518, 0.1179, -0.1160, -0.2519, -0.0258, -0.2911, 0.1135, 0.0687, 0.6335, 0.0334]}



{"formula": "C2H8NO4", "method": "wB97M-V/def2-TZVPD", "relative_energy_kcal_mol": 25.8, "homo_lumo_gap_ev": 8.61, "total_charge": -1, "elements": ["C", "H", "O", "H", "H", "O", "H", "O", "H", "N", "O", "H", "H", "H", "C"], "coordinates": [[-0.285, 0.509, -0.768], [-0.230, -3.326, -1.180], [0.411, -0.521, -0.177], [-1.213, 0.664, -0.200], [-0.996, -2.097, 1.830], [-0.672, -2.776, -0.523], [0.696, 2.165, -1.670], [1.445, 3.431, 0.415], [0.638, 1.756, 1.257], [0.503, 1.767, -0.772], [-0.527, -1.334, 2.226], [-0.428, 0.236, -1.821], [-0.176, -1.837, -0.425], [-0.041, -0.982, 1.435], [0.878, 2.347, 0.374]], "lowdin_charge": [-0.3765, -0.0118, -0.3155, 0.1083, 0.0111, -0.1908, 0.1186, -0.0508, 0.1321, 0.0380, -0.1418, 0.1028, -0.0182, -0.0200, -0.3855]}



{"formula": "C2H8NOP", "method": "wB97M-V/def2-TZVPD", "relative_energy_kcal_mol": 28.0, "homo_lumo_gap_ev": 10.44, "smiles": "CN[P@H](C)=O", "elements": ["H", "H", "O", "P", "H", "H", "C", "H", "C", "H", "H", "N", "H"], "coordinates": [[-1.271, 1.114, 1.020], [1.816, -1.140, 0.952], [1.676, 1.880, 1.137], [0.861, 0.933, 0.176], [0.897, 1.526, -1.083], [2.354, -1.039, -0.701], [-1.741, -0.218, -0.363], [-1.383, -0.736, -1.253], [1.527, -0.787, 0.032], [0.600, -1.264, -0.267], [-2.615, 0.363, -0.405], [-0.734, 0.479, 0.482], [-1.989, -1.111, 0.273]], "lowdin_charge": [0.0669, 0.0091, -0.4570, 0.6340, 0.0166, 0.0741, -0.1295, 0.0738, -0.1792, 0.0071, 0.0558, -0.2602, 0.0884]}



{"formula": "C2H8NOPS", "method": "wB97M-V/def2-TZVPD", "relative_energy_kcal_mol": 74.5, "homo_lumo_gap_ev": 9.23, "smiles": "CCP(=O)=S.N", "elements": ["P", "H", "H", "H", "H", "O", "H", "H", "H", "C", "S", "C", "H", "N"], "coordinates": [[-1.903, 0.060, 0.586], [-1.268, -2.153, -0.011], [1.442, -2.044, -0.520], [-1.180, 2.947, -0.817], [0.966, -1.440, 1.038], [-1.896, 0.392, 1.922], [0.491, 3.008, -0.908], [-0.990, -1.015, -1.329], [1.268, -0.162, -0.057], [0.778, -1.252, 0.003], [-3.425, 0.267, -0.583], [-0.694, -1.264, -0.293], [0.059, 1.786, -1.881], [-0.276, 2.278, -1.028]], "lowdin_charge": [0.2452, 0.0669, 0.0991, 0.0994, 0.0406, -0.3576, 0.0226, 0.0439, 0.1047, -0.1867, 0.2206, -0.3570, 0.0224, -0.0639]}



{"formula": "C2H8NOS", "method": "wB97M-V/def2-TZVPD", "relative_energy_kcal_mol": 42.3, "homo_lumo_gap_ev": 11.07, "total_charge": 1, "elements": ["H", "H", "S", "H", "H", "C", "H", "N", "H", "C", "O", "H", "H"], "coordinates": [[-0.806, -1.260, -0.961], [-0.610, 1.488, 1.027], [2.268, -0.180, 0.262], [2.143, -0.498, 1.660], [0.378, -2.065, -0.127], [0.637, 0.334, 0.188], [0.409, 0.038, -2.085], [-0.351, -1.326, -0.003], [-0.863, 1.042, -1.158], [0.234, 0.734, -1.312], [0.063, 0.956, 1.274], [-1.055, -1.538, 0.753], [0.782, 1.656, -1.628]], "lowdin_charge": [0.1220, 0.0621, 0.9248, 0.0012, 0.1105, -0.7696, 0.0660, 0.1070, 0.1222, -0.0686, 0.0676, 0.1462, 0.1087]}



{"formula": "C2H8NOSi", "method": "wB97M-V/def2-TZVPD", "relative_energy_kcal_mol": 13.6, "homo_lumo_gap_ev": 7.99, "total_charge": -1, "smiles": "C[Si](C)(N)[O-]", "elements": ["N", "H", "H", "H", "C", "O", "C", "H", "H", "H", "H", "H", "Si"], "coordinates": [[0.420, -0.112, 1.813], [0.563, 1.264, -2.010], [1.306, 2.055, -0.566], [-0.634, -2.296, -0.243], [0.888, 1.081, -0.986], [-1.447, 1.265, 1.012], [-1.054, -1.340, -0.498], [-0.672, -1.217, -1.500], [-2.121, -1.350, -0.653], [1.783, 0.499, -1.266], [0.147, 0.502, 2.558], [1.257, -0.639, 2.022], [-0.437, 0.288, 0.317]], "lowdin_charge": [-0.1045, -0.0262, 0.0141, -0.0058, -0.2221, -0.4828, -0.1982, -0.0234, -0.0019, -0.0181, -0.0180, -0.0237, 0.1104]}



{"formula": "C2H8NS", "method": "wB97M-V/def2-TZVPD", "relative_energy_kcal_mol": 4.8, "homo_lumo_gap_ev": 6.73, "total_charge": -1, "elements": ["H", "H", "H", "H", "H", "C", "H", "H", "C", "S", "H", "N"], "coordinates": [[1.324, 1.714, -0.081], [0.675, -2.228, -1.218], [-0.179, 2.583, 0.119], [0.404, -0.144, 1.220], [-1.045, 0.776, 1.563], [0.015, 0.867, 1.328], [0.542, 1.362, 2.138], [-0.575, -2.740, -0.360], [0.243, 1.585, -0.002], [-0.351, 0.870, -1.555], [-0.810, -2.005, -1.845], [-0.242, -2.641, -1.308]], "lowdin_charge": [0.0133, -0.0276, 0.0125, 0.0385, 0.0468, -0.2317, 0.0421, -0.0188, -0.8826, 0.0855, -0.0541, -0.0238]}



{"formula": "C2H8NS", "method": "wB97M-V/def2-TZVPD", "relative_energy_kcal_mol": 13.1, "homo_lumo_gap_ev": 6.65, "total_charge": -1, "elements": ["H", "C", "H", "H", "C", "N", "S", "H", "H", "H", "H", "H"], "coordinates": [[1.151, 1.604, 0.455], [-0.724, -0.246, -0.768], [1.282, 1.354, -1.292], [0.589, -0.697, 0.720], [1.384, 0.876, -0.317], [0.605, -0.333, -0.233], [-1.248, -1.683, 2.379], [-2.125, -0.719, 2.146], [-1.556, -0.040, -0.092], [-0.842, 0.451, -1.605], [2.450, 0.650, -0.173], [-0.966, -1.218, -1.220]], "lowdin_charge": [0.0590, -0.2189, 0.0606, 0.0029, -0.1850, -0.1922, -0.2565, -0.4850, 0.0305, 0.0595, 0.0620, 0.0633]}